# C3H2O2S

A single C3H2O2S molecule at a distorted geometry (ωB97M-V with the def2-TZVPD basis set, OMol25).

The geometry in XYZ format:
```
8
Properties=species:S:1:pos:R:3
C 0.980 -0.914 -0.474
C 0.452 -1.062 0.730
C -0.060 0.001 -0.134
O -1.247 0.226 -0.720
O -1.269 2.673 0.698
S -0.721 1.961 -0.428
H 1.613 -1.283 -1.283
H 0.252 -1.601 1.611
```

## Properties
Molecular weight   102.11 g/mol
Relative energy (zero: lowest compared OMol25 entry of this formula, charge and spin)   440.8 kJ/mol
Kohn-Sham gap (alpha / beta)   0.322 / 0.322 Eh
Total charge   0
HOMO energy (alpha / beta)   -8.409 / -8.408 eV

=====

# C4H6N2S

A single C4H6N2S molecule at a distorted geometry (ωB97M-V with the def2-TZVPD basis set, OMol25).

The geometry in XYZ format:
```
13
Properties=species:S:1:pos:R:3
C 2.714 -0.746 -0.108
C 1.887 0.341 0.103
C 0.316 0.235 0.009
C -1.414 -1.432 0.050
H 3.844 -0.636 0.201
H 2.321 -1.836 -0.313
H 2.265 1.312 0.429
H 0.634 -1.839 0.065
H -1.571 -2.464 0.388
H -2.350 0.360 -0.171
N -0.085 -1.062 -0.079
N -2.421 -0.674 0.007
S -0.539 1.679 -0.026
```

## Properties
Molecular weight   114.17 g/mol
Relative energy (zero: lowest compared OMol25 entry of this formula, charge and spin)   219.0 kJ/mol
Kohn-Sham gap   0.292 Eh
Total charge   0
HOMO energy   -8.527 eV

=====

# C4H9N3O

A single C4H9N3O molecule (ωB97M-V with the def2-TZVPD basis set, OMol25).

The geometry in XYZ format:
```
17
Properties=species:S:1:pos:R:3
C 0.835 -1.050 0.744
N 0.888 1.425 0.099
C 0.431 -0.076 -0.364
O 2.105 1.683 0.743
N 0.725 -0.296 -1.633
H 2.002 1.280 1.616
H 0.960 1.956 -0.773
H 1.198 -1.188 -1.764
H 1.913 -1.215 0.714
H 0.551 -0.699 1.740
H 0.339 -2.006 0.572
C -2.261 -0.315 -0.445
C -1.075 0.490 -0.051
N -1.004 1.609 0.468
H -2.317 -1.216 0.170
H -2.101 -0.626 -1.481
H -3.191 0.244 -0.355
```

## Properties
Molecular weight   115.14 g/mol
Relative energy (zero: lowest compared OMol25 entry of this formula, charge and spin)   609.7 kJ/mol
Kohn-Sham gap (alpha / beta)   0.295 / 0.294 Eh
Total charge   0
HOMO energy (alpha / beta)   -8.238 / -8.235 eV

=====

Which value of total charge does entry 3 give?
0

=====

Which formula does entry 1 have?
C3H2O2S

=====

Copy entry 3 word for word.
# C4H9N3O

A single C4H9N3O molecule (ωB97M-V with the def2-TZVPD basis set, OMol25).

The geometry in XYZ format:
```
17
Properties=species:S:1:pos:R:3
C 0.835 -1.050 0.744
N 0.888 1.425 0.099
C 0.431 -0.076 -0.364
O 2.105 1.683 0.743
N 0.725 -0.296 -1.633
H 2.002 1.280 1.616
H 0.960 1.956 -0.773
H 1.198 -1.188 -1.764
H 1.913 -1.215 0.714
H 0.551 -0.699 1.740
H 0.339 -2.006 0.572
C -2.261 -0.315 -0.445
C -1.075 0.490 -0.051
N -1.004 1.609 0.468
H -2.317 -1.216 0.170
H -2.101 -0.626 -1.481
H -3.191 0.244 -0.355
```

## Properties
Molecular weight   115.14 g/mol
Relative energy (zero: lowest compared OMol25 entry of this formula, charge and spin)   609.7 kJ/mol
Kohn-Sham gap (alpha / beta)   0.295 / 0.294 Eh
Total charge   0
HOMO energy (alpha / beta)   -8.238 / -8.235 eV

=====

Look up the molecular weight of the second one.
114.17 g/mol